(1)
{"formula": "CH6P2S", "method": "ωB97M-V/def2-TZVPD", "total_energy_ha": -1122.432470, "relative_energy_kj_mol": 333.3, "e_lumo_ev": [-0.47, -0.65], "gap_ev": [6.71, 6.79], "e_homo_ev": [-7.2, -7.4], "elements": ["P", "P", "C", "S", "H", "H", "H", "H", "H", "H"], "coordinates": [[1.354854, -2.277831, 0.526728], [-0.173333, -0.358522, 0.167958], [-0.991503, 1.307110, 0.168743], [-0.492993, 2.740758, -0.684034], [2.285051, -2.315553, -0.598885], [2.032517, -1.726285, 1.584788], [-1.257334, -0.907007, 0.809126], [-0.693598, -0.477778, -1.224372], [-1.356389, 1.643424, 1.210059], [-0.707271, 2.371684, -1.960111]], "atomic_forces_ev_per_a": [[-1.3, -0.6, -1.3], [-1.2, 1.2, -2.3], [0.0, 0.5, 1.9], [-0.1, -0.1, 0.2], [-0.3, 0.6, 1.0], [0.9, 0.6, 0.3], [-0.3, -0.7, 0.5], [1.2, -0.8, 1.2], [0.8, -0.6, -1.5], [0.1, -0.3, 0.0]], "nbo_charge": [-0.098, 0.470, -0.789, 0.066, 0.015, -0.009, 0.000, 0.020, 0.217, 0.108]}

***

(2)
{"formula": "CH6S2", "method": "ωB97M-V/def2-TZVPD", "total_energy_ha": -838.041234, "relative_energy_kj_mol": 35.3, "e_lumo_ev": 0.20, "gap_ev": 8.89, "e_homo_ev": -8.7, "elements": ["S", "S", "H", "H", "C", "H", "H", "H", "H"], "coordinates": [[-0.482411, 0.395610, -0.698999], [-1.216591, -1.490532, -0.132822], [-0.106166, -0.137983, -1.866753], [-1.145233, -1.296022, 1.167461], [2.690497, 1.716693, 1.518870], [3.373494, 1.367737, 0.738653], [2.933182, 1.300256, 2.488696], [1.701920, 1.550241, 1.089717], [2.745356, 2.804814, 1.527255]], "atomic_forces_ev_per_a": [[-0.2, -0.3, 0.0], [-0.2, 0.0, -0.5], [0.2, 0.2, -0.1], [0.2, 0.2, 0.6], [0.0, 0.7, -1.3], [0.2, 0.0, 0.3], [-0.4, -0.2, 0.0], [-0.1, -0.6, 0.7], [0.4, 0.1, 0.3]], "nbo_charge": [-0.131, -0.133, 0.136, 0.130, -0.859, 0.211, 0.216, 0.220, 0.210]}

***

(3)
{"formula": "CH7BNO", "method": "ωB97M-V/def2-TZVPD", "total_energy_ha": -196.770321, "total_charge": 1, "relative_energy_kj_mol": 401.8, "e_lumo_ev": [-4.23, -4.23], "gap_ev": [7.92, 7.93], "e_homo_ev": [-12.2, -12.2], "elements": ["B", "C", "N", "O", "H", "H", "H", "H", "H", "H", "H"], "coordinates": [[2.213735, -0.095606, 0.617058], [-0.830705, -0.521019, 0.367862], [-1.720686, 0.435777, -0.426138], [2.871040, 0.235377, -0.409714], [2.486692, -0.472158, 1.656565], [-0.935177, -1.482886, 0.103170], [-0.965535, -0.456708, 1.361688], [-1.265256, 0.584572, -1.393936], [-2.646411, -0.027114, -0.536251], [-1.776954, 1.421306, -0.019694], [2.569257, 0.378455, -1.320609]], "atomic_forces_ev_per_a": [[-1.6, -0.5, -0.5], [3.0, 3.6, -1.7], [1.1, 0.3, -1.1], [0.1, 0.4, -1.1], [-0.2, -0.2, 1.1], [-0.6, -3.2, -1.7], [-0.8, 0.8, 3.3], [-1.2, -0.5, 1.8], [0.4, 1.0, -0.1], [-0.2, -1.9, -0.4], [0.0, 0.0, 0.3]], "nbo_charge": [1.010, -0.584, -0.724, -0.884, -0.071, 0.181, 0.181, 0.439, 0.436, 0.449, 0.567]}

***

(4)
{"formula": "CH7Li2N2O3", "method": "ωB97M-V/def2-TZVPD", "total_energy_ha": -392.213007, "total_charge": 1, "e_lumo_ev": -4.56, "gap_ev": 8.84, "e_homo_ev": -13.4, "elements": ["Li", "Li", "O", "H", "O", "H", "H", "C", "O", "N", "N", "H", "H", "H", "H"], "coordinates": [[0.333039, -1.447523, -2.082691], [1.337589, -1.078453, 0.355669], [0.300329, -1.044613, -0.676531], [-0.468531, -1.514763, -0.299241], [-1.897081, -2.075323, 0.079079], [-2.257071, -2.500163, -0.699481], [-1.201911, -1.509163, -0.256241], [0.831339, 1.094037, 0.510019], [1.711849, 0.268627, 0.759269], [-0.258331, 0.795977, -0.086651], [0.895049, 2.313477, 0.888879], [-1.058811, 1.410117, -0.133241], [-0.223821, -0.123883, -0.502291], [0.127909, 2.970427, 0.890509], [1.828459, 2.441217, 1.252939]], "atomic_forces_ev_per_a": [[0.6, -1.4, -5.9], [3.5, -5.3, 2.9], [-0.1, -8.4, -2.2], [9.0, -1.3, -0.1], [-0.9, -0.6, 0.8], [-0.4, -0.3, -0.3], [-9.4, 0.5, 0.4], [-1.4, 0.6, 0.4], [3.4, 3.6, 1.6], [-5.8, 4.6, -0.1], [2.5, 3.3, 1.9], [0.6, 0.4, 0.2], [-1.8, 3.1, -0.2], [0.6, -0.1, 0.0], [-0.4, 1.4, 0.6]], "nbo_charge": [0.975, 0.935, -1.170, 0.388, -0.792, 0.481, 0.339, 0.756, -0.848, -0.872, -0.786, 0.381, 0.379, 0.418, 0.416]}